A structure of composition C5H20ClO5. Source: the OMol25 dataset; level of theory: ωB97M-V/def2-TZVPD.

For the energy, the calculation gives -1038.46781 Eh. As for the net charge: -1. As for the HOMO-LUMO gap: 8.054 eV. The energy above the lowest of the compared OMol25 structures with the same formula, charge and spin comes out at 298.6 kcal per mole.

```
31
Properties=species:S:1:pos:R:3:forces:R:3
Cl 0.1522 0.3237 0.4525 -6.217 8.344 3.974
O 0.1705 2.4379 -0.7979 0.671 3.592 -1.683
O -1.0482 -1.5986 2.5825 0.544 -0.167 -0.137
O -2.0740 0.6702 0.4021 -6.760 0.097 -0.297
O 1.9766 -0.6421 0.8346 10.730 -4.638 1.519
O 0.0273 -0.5333 -1.7665 -0.654 -1.099 -4.153
C 2.5176 -1.1541 -0.3624 -0.091 0.416 0.105
C -0.4574 -1.7839 -1.4448 0.804 -0.809 -1.214
C -2.6895 1.8466 0.0044 0.237 0.747 0.432
C 1.2955 3.1205 -0.2588 -0.276 -0.811 -0.600
C -0.3889 -2.0522 1.3846 -0.809 -1.330 0.553
H 0.0958 -0.0462 -0.9421 0.023 -0.096 -2.054
H -0.4193 -2.3458 -2.3780 -0.540 -0.305 -0.103
H 1.8695 3.5620 -1.0734 -0.237 0.428 -0.076
H 2.0005 2.4139 0.1792 -0.010 -0.225 0.401
H 1.0091 3.8560 0.4929 0.054 0.242 0.009
H 0.2471 -2.3011 -0.7935 -0.137 -0.321 0.029
H 0.4546 -1.4212 1.1044 -0.996 -2.367 1.456
H -1.6589 -2.3004 2.8193 -0.087 0.136 0.048
H 1.9327 -2.0079 -0.7046 0.465 -0.296 -0.072
H -1.4240 -1.8408 -0.9443 -0.330 0.402 -0.780
H 1.0917 -0.2938 0.7035 7.414 -4.221 1.625
H 3.5751 -1.4115 -0.3040 0.070 -0.245 0.547
H 2.4800 -0.4272 -1.1737 -0.202 0.293 -0.136
H -0.0118 -3.0677 1.5062 0.142 -0.413 0.270
H -1.0856 -2.0826 0.5469 -0.021 0.066 1.107
H -2.2729 2.6802 0.5698 0.017 0.426 0.290
H -1.1154 0.7183 0.3811 -3.542 1.383 -0.042
H 0.0018 1.6905 -0.2195 0.159 1.342 -0.422
H -3.7566 1.8515 0.2267 -0.200 -0.267 -0.185
H -2.4951 2.1390 -1.0274 -0.220 -0.303 -0.410
```
Positions in Å, forces in eV/Å.

---

An isolated molecule of C5H9NO2. Source: the OMol25 dataset; level of theory: ωB97M-V/def2-TZVPD.

For the energy, the calculation gives -401.04102 Eh. As for the net charge: 0. As for the HOMO-LUMO gap (spin up / spin down): 7.363 / 7.544 eV. The energy above the lowest of the compared OMol25 structures with the same formula, charge and spin comes out at 85.2 kcal per mole.

```
17
Properties=species:S:1:pos:R:3:forces:R:3
O -1.3328 -1.6828 0.6307 0.180 -0.093 -0.096
O -1.5219 1.3810 -1.1795 -0.160 0.200 -0.375
N 1.2012 -0.0692 0.5550 -1.789 -0.777 0.347
C 0.5352 0.4301 -0.5198 0.735 0.654 -0.703
C -1.7178 -0.3292 0.6658 -0.494 1.565 -1.933
C 1.3033 0.6853 -1.7806 0.177 0.164 0.272
C 0.6836 -0.1836 1.7649 1.857 0.104 0.712
C -0.8463 0.6868 -0.4544 -1.060 -1.844 2.730
H 2.1749 1.3176 -1.5996 0.016 0.089 -0.135
H -0.0326 0.4706 2.2252 -0.019 0.255 -0.719
H 1.6574 -0.2426 -2.2372 0.008 -0.072 -0.092
H -1.3644 -1.9759 -0.2897 -0.031 0.081 0.249
H 0.6478 1.1957 -2.4834 0.055 -0.037 -0.023
H 1.1656 -0.8523 2.4586 0.218 -0.199 -0.156
H -2.7033 -0.1738 0.2204 -0.139 -0.236 -0.149
H 2.0092 -0.6438 0.3215 0.014 0.165 0.304
H -1.8591 -0.0140 1.7019 0.433 -0.017 -0.232
```
Positions in Å, forces in eV/Å.